1.
A single C7H16Si molecule in a non-equilibrium geometry, computed with wB97M-V/def2-TZVPD.

Computed properties:
Total energy (hartree): -565.714408
HOMO energy (eV): -9.657

CARTESIAN COORDINATES (ANGSTROEM)
1 C 1.83 -3.12 1.83
2 C 0.94 -2.10 1.20
3 C 1.23 -1.60 0.05
4 Si 0.19 -0.24 -1.09
5 C -1.02 0.84 -0.09
6 C -1.59 2.01 -1.07
7 C -2.21 0.16 0.54
8 C -0.15 1.53 0.97
9 H 2.03 -2.95 2.92
10 H 2.84 -3.06 1.35
11 H 1.41 -4.19 1.76
12 H 0.10 -1.71 1.77
13 H 2.12 -2.13 -0.41
14 H -0.45 -0.80 -2.15
15 H 1.20 0.63 -1.55
16 H -0.86 2.74 -1.38
17 H -2.09 1.62 -1.99
18 H -2.27 2.47 -0.48
19 H -1.90 -0.92 0.77
20 H -3.06 0.22 -0.18
21 H -2.51 0.39 1.59
22 H 0.43 0.72 1.62
23 H 0.62 2.20 0.66
24 H -0.67 2.13 1.72


2.
A molecular structure, C39H38IN8O5PtS in a non-equilibrium geometry, computed with wB97M-V/def2-TZVPD.

Computed properties:
Total energy (hartree): -3138.502150
Spin multiplicity: 3
Total charge: -1
HOMO energy (spin up / spin down) (eV): -3.768 / -5.467
Expectation value of S²: 2.005

CARTESIAN COORDINATES (ANGSTROEM)
1 Pt 1.57 -2.41 -0.57
2 N -5.02 0.27 2.94
3 C -3.77 -0.31 3.07
4 C -3.59 -1.51 3.76
5 C -2.35 -2.10 3.82
6 C -1.27 -1.49 3.20
7 C -1.43 -0.31 2.50
8 C -2.67 0.29 2.45
9 S 0.35 -2.24 3.07
10 O 0.41 -3.45 3.85
11 O 1.31 -1.22 3.40
12 N 0.44 -2.52 1.46
13 C -0.40 -3.42 0.98
14 N -1.36 -3.99 1.70
15 C -2.01 -5.00 1.15
16 C -1.74 -5.47 -0.13
17 C -0.84 -4.73 -0.87
18 N -0.21 -3.69 -0.35
19 H -5.72 -0.02 3.61
20 H -5.02 1.26 2.76
21 H -4.45 -1.97 4.24
22 H -2.18 -3.03 4.34
23 H -0.56 0.12 2.02
24 H -2.80 1.24 1.93
25 H -2.78 -5.44 1.78
26 H -2.23 -6.35 -0.53
27 H -0.61 -4.95 -1.91
28 C 1.15 2.68 2.56
29 C 2.15 1.69 2.04
30 C 3.11 1.18 2.89
31 C 4.00 0.22 2.44
32 C 3.92 -0.25 1.15
33 C 2.95 0.25 0.28
34 N 2.82 -0.32 -1.00
35 C 3.95 -0.51 -1.85
36 C 5.16 0.12 -1.57
37 C 6.28 -0.11 -2.36
38 C 6.20 -0.97 -3.44
39 C 4.98 -1.54 -3.76
40 C 3.85 -1.31 -2.99
41 C 2.53 -1.85 -3.56
42 O 2.27 -1.49 -4.71
43 O 1.81 -2.60 -2.84
44 C 2.09 1.26 0.71
45 C 1.08 1.87 -0.22
46 H 1.26 2.80 3.63
47 H 0.14 2.33 2.36
48 H 1.26 3.66 2.09
49 H 3.15 1.50 3.92
50 H 4.75 -0.17 3.11
51 H 4.59 -1.03 0.81
52 H 2.00 0.02 -1.50
53 H 5.23 0.80 -0.73
54 H 7.21 0.39 -2.13
55 H 7.07 -1.17 -4.05
56 H 4.88 -2.19 -4.62
57 H 1.42 1.88 -1.25
58 H 0.87 2.90 0.07
59 H 0.14 1.31 -0.18
60 C -0.25 5.79 -0.22
61 C -1.32 4.73 -0.25
62 C -1.53 3.95 -1.38
63 C -2.53 3.00 -1.43
64 C -3.36 2.79 -0.33
65 N -4.43 1.90 -0.29
66 C -5.05 1.12 -1.24
67 O -6.27 1.00 -1.21
68 N -4.34 0.49 -2.22
69 C -2.99 0.15 -2.37
70 C -2.50 0.02 -3.68
71 C -1.16 -0.24 -3.86
72 C -0.36 -0.38 -2.74
73 N -0.82 -0.34 -1.50
74 C -2.11 -0.08 -1.31
75 C -3.14 3.57 0.81
76 C -2.14 4.52 0.85
77 H 0.12 5.98 -1.22
78 H 0.58 5.48 0.40
79 H -0.65 6.71 0.19
80 H -0.89 4.08 -2.24
81 H -2.68 2.45 -2.34
82 H -5.09 2.09 0.46
83 H -4.95 0.12 -2.94
84 H -3.17 0.15 -4.52
85 H -0.73 -0.34 -4.84
86 H 0.69 -0.57 -2.87
87 H -2.44 -0.06 -0.28
88 H -3.77 3.43 1.68
89 H -1.99 5.11 1.75
90 I 2.97 -5.51 -0.42
91 C 3.32 -3.45 0.02
92 H 4.20 -3.16 -0.54
93 H 3.47 -3.39 1.10


3.
A molecular structure, C32H43IrN5SbSe, computed with wB97M-V/def2-TZVPD.

Computed properties:
Total energy (hartree): -4264.357111
Spin multiplicity: 5
Total charge: +2
HOMO energy (spin up / spin down) (eV): -12.979 / -13.008
Expectation value of S²: 6.013

CARTESIAN COORDINATES (ANGSTROEM)
1 Ir 1.08 1.24 -1.77
2 N 1.04 3.00 -3.17
3 C 0.92 4.21 -2.34
4 C -0.34 4.09 -1.47
5 N -0.42 2.81 -0.73
6 C -1.79 2.24 -0.79
7 C -2.03 1.48 -2.08
8 N -1.01 0.40 -2.19
9 C 0.00 2.93 0.68
10 C 1.50 3.09 0.82
11 N 2.17 1.94 0.16
12 H 1.88 3.03 -3.75
13 H 0.26 2.94 -3.82
14 H 0.86 5.12 -2.95
15 H 1.82 4.28 -1.73
16 H -1.21 4.17 -2.12
17 H -0.39 4.94 -0.78
18 H -2.54 3.02 -0.65
19 H -1.89 1.54 0.04
20 H -1.93 2.12 -2.95
21 H -3.04 1.06 -2.09
22 H -1.06 -0.03 -3.11
23 H -1.19 -0.33 -1.51
24 H -0.29 2.01 1.18
25 H -0.53 3.76 1.17
26 H 1.77 3.14 1.88
27 H 1.86 4.01 0.35
28 H 2.14 1.12 0.76
29 H 3.15 2.15 0.00
30 Se 2.66 -0.39 -2.60
31 C 3.55 0.70 -3.91
32 C 4.13 1.92 -3.56
33 C 4.78 2.64 -4.56
34 N 4.85 2.23 -5.82
35 C 4.30 1.07 -6.13
36 C 3.64 0.25 -5.22
37 H 4.11 2.30 -2.55
38 H 5.26 3.58 -4.33
39 H 4.38 0.76 -7.17
40 H 3.23 -0.70 -5.53
41 C 2.33 -1.76 2.81
42 C 1.18 -1.67 3.78
43 C 1.41 -1.85 5.14
44 C 0.37 -1.85 6.05
45 C -0.93 -1.67 5.61
46 C -1.18 -1.48 4.26
47 C -0.13 -1.47 3.34
48 Sb -0.49 -1.20 1.26
49 C -0.51 -3.29 0.85
50 C -1.29 -4.08 1.69
51 C -1.35 -5.45 1.51
52 C -0.62 -6.04 0.48
53 C 0.16 -5.26 -0.34
54 C 0.23 -3.88 -0.17
55 C 1.09 -3.06 -1.10
56 C -2.60 -0.88 1.17
57 C -3.33 -1.73 0.33
58 C -4.68 -1.54 0.10
59 C -5.33 -0.48 0.71
60 C -4.62 0.38 1.54
61 C -3.26 0.20 1.77
62 C -2.57 1.21 2.66
63 H 3.27 -1.90 3.32
64 H 2.42 -0.85 2.20
65 H 2.20 -2.60 2.12
66 H 2.43 -2.02 5.48
67 H 0.58 -2.00 7.10
68 H -1.75 -1.69 6.31
69 H -2.20 -1.37 3.92
70 H -1.85 -3.63 2.49
71 H -1.96 -6.06 2.17
72 H -0.65 -7.11 0.34
73 H 0.74 -5.72 -1.13
74 H 1.74 -3.70 -1.70
75 H 1.74 -2.38 -0.53
76 H 0.49 -2.47 -1.79
77 H -2.83 -2.58 -0.13
78 H -5.22 -2.22 -0.54
79 H -6.39 -0.33 0.56
80 H -5.14 1.20 2.03
81 H -3.03 1.23 3.65
82 H -2.67 2.22 2.25
83 H -1.52 1.00 2.81


4.
A single C4H6N2 molecule in a non-equilibrium geometry, computed with wB97M-V/def2-TZVPD.

Computed properties:
Total energy (hartree): -265.376395
HOMO energy (eV): -8.182

CARTESIAN COORDINATES (ANGSTROEM)
1 C 2.63 0.18 -0.34
2 C 1.52 0.06 0.34
3 C 0.26 -0.01 0.63
4 N -0.58 0.89 0.08
5 N -1.88 0.53 -0.18
6 C -2.36 -0.65 -0.06
7 H 3.32 0.91 -0.07
8 H 2.78 -0.70 -1.06
9 H -0.17 -0.58 1.53
10 H -0.15 1.61 -0.53
11 H -3.47 -0.61 -0.36
12 H -1.90 -1.63 0.02